[1]
Entry from the OMol25 dataset: a molecular structure, C28H38Cl5N2OOsSbSi3 in a non-equilibrium geometry (ωB97M-V/def2-TZVPD).

```
! RIJCOSX wB97M-V def2-TZVPD def2/J DEFGRID3
* xyz 0 5
Os -0.0733 -0.0163 0.0759
C -2.8547 4.0268 0.5943
Sb -2.1546 1.9939 0.6633
C -0.2299 2.0593 -0.2546
C -0.0683 2.6012 -1.6426
C 0.4652 1.8302 -2.6828
C 0.6895 2.4075 -3.9158
C 0.3835 3.7491 -4.0958
C -0.1514 4.4346 -3.0206
N -0.3846 3.8867 -1.8306
Si 1.1483 2.9145 0.8178
C 2.6691 2.9397 -0.2780
C 1.5655 2.3249 2.5482
C 0.6626 4.7131 1.1341
C -3.7330 0.8956 -0.5211
C -3.2312 -0.4057 -1.0516
C -4.1567 -1.2991 -1.6262
C -3.7761 -2.4916 -2.1833
C -2.4279 -2.8262 -2.1866
C -1.5692 -1.9471 -1.5889
N -1.9296 -0.7740 -1.0095
Si -4.5834 1.8673 -1.9492
C -5.8093 3.1559 -1.3473
C -3.3299 2.6365 -3.0855
C -5.6230 0.7788 -3.0857
Si -5.0092 0.4807 0.8833
C -4.3963 -1.0180 1.8149
C -6.7565 0.0856 0.2963
C -5.2330 1.9035 2.0805
H -2.1135 4.6125 1.1301
H -3.8254 4.1212 1.0664
H -2.8623 4.3614 -0.4405
H 0.7234 0.7949 -2.4939
H 1.1110 1.8233 -4.7243
H 0.5501 4.2509 -5.0387
H -0.4198 5.4821 -3.1170
H 3.0077 1.9324 -0.5152
H 3.4705 3.4531 0.2603
H 2.4921 3.4879 -1.2045
H 1.8634 1.2838 2.6182
H 0.7749 2.5307 3.2647
H 2.4204 2.9469 2.8367
H 0.4250 5.2806 0.2373
H 1.4936 5.2014 1.6519
H -0.1926 4.7706 1.8121
H -5.1956 -1.0171 -1.6369
H -4.5172 -3.1507 -2.6171
H -2.0533 -3.7399 -2.6229
H -0.5113 -2.1614 -1.5400
H -5.4044 3.9495 -0.7288
H -6.6516 2.7073 -0.8193
H -6.2160 3.6239 -2.2488
H -2.7397 3.4237 -2.6269
H -3.8576 3.0676 -3.9406
H -2.6359 1.8856 -3.4724
H -6.4359 0.2442 -2.5942
H -5.0298 0.0647 -3.6583
H -6.0806 1.4641 -3.8052
H -4.3342 -1.9035 1.1796
H -5.0915 -1.2448 2.6272
H -3.4125 -0.8541 2.2539
H -6.8520 -0.8257 -0.2924
H -7.2362 0.8974 -0.2495
H -7.3402 -0.0746 1.2080
H -4.3283 2.1641 2.6317
H -5.9694 1.5773 2.8206
H -5.6299 2.7999 1.6051
Cl 0.1552 -2.6520 1.0951
C -0.5956 -1.8999 2.5310
C -0.8324 -0.5410 2.4191
C -1.3584 0.0173 3.5767
Cl -1.7041 1.7476 3.7169
C -1.6780 -0.7276 4.7195
Cl -2.3678 0.0050 6.1160
C -1.4462 -2.1025 4.7357
Cl -1.8432 -3.0521 6.1105
C -0.8811 -2.7031 3.6167
Cl -0.5566 -4.3951 3.5869
O 1.6068 0.0643 0.6045
*
```

Calculated values
HOMO energy (spin up / spin down) = -7.21 / -7.20 eV
HOMO-LUMO gap (spin up / spin down) = 7.20 / 5.77 eV
DFT total energy = -129928.5874 eV
LUMO (spin up / spin down) = -0.006 / -1.435 eV

[2]
Entry from the OMol25 dataset: 2 unconnected molecules or ions with the total composition C5H9NO in a non-equilibrium geometry (ωB97M-V/def2-TZVPD).

```
! RIJCOSX wB97M-V def2-TZVPD def2/J DEFGRID3
* xyz 0 1
C -0.8089 0.8903 0.6880
C -1.2482 0.5863 -0.6659
C 0.1121 -0.9347 -1.1436
C 0.3600 -0.1795 0.7510
C 1.6763 0.4693 0.3701
N 0.3261 -1.2273 1.5218
O 1.7910 1.5661 -0.1092
H -0.3309 -1.1134 2.2899
H 2.5216 -0.2339 0.4672
H -0.3913 1.8900 0.7998
H -1.5452 0.6687 1.4562
H -0.9864 1.2992 -1.4356
H -2.1361 -0.0239 -0.7853
H 0.9329 -1.6033 -0.8830
H -0.6934 -1.6506 -1.2808
H 0.4203 -0.4035 -2.0406
*
```

Calculated values
HOMO energy (spin up / spin down) = -8.63 / -8.63 eV
HOMO-LUMO gap (spin up / spin down) = 8.55 / 8.55 eV
DFT total energy = -8863.6006 eV
Relative energy (zero: lowest compared OMol25 entry of this formula, charge and spin) = 5.612 eV
LUMO (spin up / spin down) = -0.076 / -0.076 eV

[3]
Entry from the OMol25 dataset: a molecular structure, C7H9F in a non-equilibrium geometry (ωB97M-V/def2-TZVPD).

```
! RIJCOSX wB97M-V def2-TZVPD def2/J DEFGRID3
* xyz 0 1
C 0.8928 0.3502 1.8359
C 0.2263 -0.0215 0.4596
C -0.7177 1.2018 -0.2098
C -0.9888 -0.1220 -1.1885
C -0.8837 -1.0296 0.1003
C 0.3398 -0.4844 -1.7784
C 1.1328 -0.3777 -0.7769
H 1.5851 1.2245 1.6580
H 1.6082 -0.4667 2.2968
H 0.2061 0.6947 2.6574
H -1.6183 1.6174 0.3884
H -0.1933 2.1852 -0.5759
H -0.5206 -2.0962 0.0677
H -1.8024 -0.9585 0.6257
H 0.4988 -0.8497 -2.8598
H 2.1870 -0.5554 -0.6014
F -1.9521 -0.3123 -2.0991
*
```

Calculated values
HOMO energy = -9.28 eV
HOMO-LUMO gap = 10.20 eV
DFT total energy = -10119.0536 eV
Relative energy (zero: lowest compared OMol25 entry of this formula, charge and spin) = 2.377 eV
LUMO = 0.919 eV

[4]
Entry from the OMol25 dataset: a molecular structure, C24H26N2O2OsS2 in a non-equilibrium geometry (ωB97M-V/def2-TZVPD).

```
! RIJCOSX wB97M-V def2-TZVPD def2/J DEFGRID3
* xyz 0 5
Os 0.0622 -0.9171 -0.2294
C -2.5195 -0.6114 1.3602
N -1.2685 0.2062 1.0836
C -1.4602 1.5018 0.7059
C -1.9512 1.4371 -0.7899
N -1.4104 0.1968 -1.4062
C -0.3865 0.7848 -2.4407
C -2.1136 -0.6713 -2.3735
C -2.9602 -0.0974 -3.3148
C -3.8800 -0.8572 -4.0204
C -3.9757 -2.2168 -3.7843
C -3.1506 -2.8130 -2.8444
C -2.2160 -2.0684 -2.1281
S -1.0258 -2.9558 -1.1301
C -0.6542 -0.1979 2.4770
C -1.1441 0.5683 3.5213
C -0.5635 0.5329 4.7837
C 0.5122 -0.2950 5.0204
C 1.0112 -1.0953 3.9994
C 0.4542 -1.0895 2.7334
S 1.1575 -2.2482 1.4921
H -3.0967 -0.0408 2.0924
H -2.4101 -1.6195 1.7120
H -3.0872 -0.6196 0.4226
H -0.4610 1.9494 0.7016
H -2.1197 2.1376 1.3012
H -1.7693 2.4046 -1.2519
H -3.0379 1.3014 -0.7971
H -0.9302 1.4199 -3.1388
H 0.1510 0.0080 -2.9680
H 0.3304 1.4029 -1.8966
H -2.9145 0.9667 -3.5122
H -4.5242 -0.3828 -4.7487
H -4.6960 -2.8137 -4.3283
H -3.2311 -3.8748 -2.6533
H -1.9901 1.2253 3.3641
H -0.9560 1.1575 5.5755
H 0.9714 -0.3223 5.9998
H 1.8596 -1.7402 4.1881
C 3.6968 -0.4439 -2.6233
C 2.7724 -0.2664 -1.4580
O 1.5902 -0.8596 -1.5528
C 3.1805 0.5095 -0.3331
C 2.3400 0.7063 0.7941
C 2.7418 1.4600 1.8758
C 4.0010 2.0555 1.8891
C 4.8484 1.8792 0.7977
C 4.4571 1.1258 -0.2918
H 3.2070 -1.0618 -3.3750
H 4.6188 -0.9477 -2.3222
H 3.9418 0.5178 -3.0825
H 1.3376 0.2349 0.8045
H 2.0731 1.5859 2.7212
H 4.3172 2.6472 2.7385
H 5.8290 2.3392 0.8031
H 5.1474 1.0151 -1.1165
O -0.7058 -2.1502 0.9539
*
```

Calculated values
HOMO energy (spin up / spin down) = -5.24 / -7.33 eV
HOMO-LUMO gap (spin up / spin down) = 5.50 / 6.33 eV
DFT total energy = -56514.2841 eV
Relative energy (zero: lowest compared OMol25 entry of this formula, charge and spin) = 2.611 eV
LUMO (spin up / spin down) = 0.266 / -1.000 eV

[5]
Entry from the OMol25 dataset: a gas-phase ion, C7H12N (charge +1) in a non-equilibrium geometry (ωB97M-V/def2-TZVPD).

```
! RIJCOSX wB97M-V def2-TZVPD def2/J DEFGRID3
* xyz 1 1
C -2.6968 0.0888 -0.4498
C -1.7095 -0.5766 0.4291
C -0.9329 -1.6473 0.0550
C 0.3458 -1.6199 -0.0367
C 1.7903 -1.5538 -0.2360
N 1.0857 -0.3026 -0.0460
C 1.0223 0.7125 -1.1584
C 1.3461 0.1012 1.3425
H -2.4858 0.2368 -1.5521
H -3.1835 0.9845 -0.0177
H -3.3835 -0.7819 -0.4620
H -2.1379 -0.5289 1.4174
H 2.5087 -1.8727 0.5623
H 2.3072 -1.7867 -1.1460
H 0.2885 1.5884 -0.8221
H 2.0446 1.1498 -1.3529
H 0.6880 0.3508 -2.1244
H 0.5429 0.7370 1.5027
H 1.2051 -0.7458 1.9210
H 2.3040 0.6848 1.5101
*
```

Calculated values
HOMO energy = -13.70 eV
HOMO-LUMO gap = 9.55 eV
SMILES = CC=C=C1C[N+]1(C)C
DFT total energy = -8931.5044 eV
Relative energy (zero: lowest compared OMol25 entry of this formula, charge and spin) = 5.498 eV
LUMO = -4.152 eV

[6]
Entry from the OMol25 dataset: a gas-phase ion, C3H11N3 (charge +2) in a non-equilibrium geometry (ωB97M-V/def2-TZVPD).

```
! RIJCOSX wB97M-V def2-TZVPD def2/J DEFGRID3
* xyz 2 1
C 1.3367 -0.8685 -0.2985
C -1.0100 -0.5079 0.2369
C -1.6828 1.3786 1.4509
N -0.0132 -1.2065 -0.3703
N 1.8717 0.0617 -1.4467
N -0.7943 0.8189 0.5523
H 1.5914 -0.4800 0.6645
H 2.0136 -1.6510 -0.1472
H -1.7896 -0.4136 -0.5910
H -1.5607 -1.2962 0.8400
H -1.1364 2.1148 2.0984
H -2.0442 2.3792 1.0577
H -2.5083 0.8524 1.9370
H -0.2937 -2.0756 -0.8313
H 2.8944 0.1859 -1.6023
H 1.6199 -0.3750 -2.3302
H 1.5052 1.0828 -1.2201
*
```

Calculated values
HOMO energy = -18.87 eV
HOMO-LUMO gap = 7.31 eV
DFT total energy = -7737.6077 eV
Relative energy (zero: lowest compared OMol25 entry of this formula, charge and spin) = 3.424 eV
LUMO = -11.566 eV

[7]
Entry from the OMol25 dataset: 2 unconnected molecules or ions with the total composition C17H36N3O8S (ωB97M-V/def2-TZVPD).

```
! RIJCOSX wB97M-V def2-TZVPD def2/J DEFGRID3
* xyz 1 1
C 5.7340 -1.7177 -0.9560
C 4.5723 -0.8109 -0.5864
O 5.1011 0.4747 -0.2316
C 4.3018 1.5719 -0.4359
N 3.4381 1.8815 0.7174
C 2.2403 1.3612 0.9507
N 1.5557 1.6095 2.0732
C 0.1695 1.0653 1.9650
C -0.2074 0.4057 3.3009
C -1.6461 0.5615 3.8308
C -2.3507 1.8597 3.4440
C -3.0965 1.8098 2.1078
C -3.2039 3.1795 1.4584
O -1.9659 3.5119 0.8342
C -2.0557 3.6361 -0.5703
C 0.2721 0.1923 0.6516
O -0.5474 0.6852 -0.3776
C 0.1457 -1.3149 0.8284
C -1.2494 -1.8450 1.1704
C -2.2038 -1.8610 -0.0321
O -1.1371 -3.1296 1.7642
N 1.6352 0.4721 0.1528
H 5.5818 -2.7263 -0.5720
H 5.8660 -1.7902 -2.0351
H 6.6525 -1.3234 -0.5234
H 3.9994 -1.2120 0.2544
H 3.8801 -0.6790 -1.4277
H 3.6689 1.4672 -1.3252
H 4.9463 2.4395 -0.5623
H 3.8048 2.5175 1.4067
H 1.6446 2.5409 2.4540
H -0.4950 1.9032 1.7400
H 0.0641 -0.6513 3.2691
H 0.4541 0.8510 4.0477
H -2.2645 -0.2954 3.5490
H -1.5752 0.5135 4.9188
H -3.0588 2.1312 4.2297
H -1.6164 2.6750 3.4142
H -4.0934 1.3830 2.2498
H -2.5798 1.1309 1.4168
H -4.0235 3.2199 0.7360
H -3.4009 3.9392 2.2215
H -2.6269 4.5246 -0.8564
H -2.5356 2.7587 -1.0211
H -1.0427 3.7205 -0.9592
H -1.4774 0.5416 -0.1732
H 0.8527 -1.6199 1.6052
H 0.4739 -1.7678 -0.1146
H -1.6794 -1.2255 1.9582
H -2.6874 -2.8350 -0.0825
H -1.6829 -1.6743 -0.9712
H -3.0024 -1.1182 0.0649
H -0.4919 -3.6549 1.2818
H 1.7015 0.5923 -0.8484
C -1.2982 -2.9333 -5.7932
C -0.4888 -1.8764 -5.0648
O -1.1065 -1.8177 -3.7650
S -1.6359 -3.2673 -3.3449
O -0.6901 -3.8950 -2.4911
O -2.9888 -3.1383 -2.9470
O -1.5296 -3.9291 -4.7804
H -2.2562 -2.5503 -6.1446
H -0.7574 -3.4073 -6.6066
H -0.5630 -0.8901 -5.5132
H 0.5558 -2.1701 -4.9546
*
```

Calculated values
HOMO energy = -12.36 eV
HOMO-LUMO gap = 9.97 eV
DFT total energy = -49891.4867 eV
LUMO = -2.390 eV